Computed, not measured: a gas-phase ion, C5H10ClN2 (charge +1) in a non-equilibrium geometry, with the ωB97M-V functional and the def2-TZVPD basis.

## Properties
SMILES = C=C(Cl)/[NH+]=C\N(C)C
Kohn-Sham gap = 10.4 eV
net charge = +1

```
18
Properties=species:S:1:pos:R:3:forces:R:3:lowdin_charge:R:1
C 0.291431 -0.306421 -0.990036 2.18 -0.38 0.47 -0.13
C 0.702831 0.646160 1.271933 0.53 -1.81 -0.05 0.02
C -1.950837 -0.367878 -0.026263 -0.86 -0.68 0.68 -0.79
C -2.591471 -1.282736 0.673871 -0.31 -1.32 2.11 0.06
C 2.254757 0.759452 -0.683238 1.13 2.32 -2.24 -0.03
N 1.013167 0.326602 -0.132925 -0.55 0.27 0.77 -0.15
N -0.916766 -0.737562 -0.889387 -1.03 -0.91 -2.33 0.06
Cl -2.430057 1.269417 -0.153869 -0.16 0.44 0.05 0.77
H 0.893828 -0.660648 -1.836634 -0.81 0.40 -0.17 0.18
H 1.616955 1.010671 1.705834 0.19 0.21 0.20 0.09
H -0.066490 1.358341 1.385559 -0.91 0.78 0.00 0.06
H -3.405886 -1.100009 1.363057 -0.30 1.03 -0.45 0.08
H 0.457581 -0.305952 1.781452 -0.08 0.60 -0.18 0.12
H -2.344273 -2.339979 0.941366 0.65 0.90 -1.40 0.11
H 2.028148 1.583066 -1.518093 0.78 -1.72 1.79 0.16
H 2.846096 1.233074 0.094639 0.18 -0.12 -0.19 0.09
H 2.796889 -0.081406 -1.148030 -0.06 0.46 0.29 0.11
H -1.195901 -1.004184 -1.839229 -0.55 -0.47 0.66 0.18
```
Forces are in eV/Å.